Record 1
Formula: C3H9N5
Source: OMol25
Level of theory: ωB97M-V/def2-TZVPD

The spin multiplicity is 3. For the HOMO-LUMO gap (spin up / spin down), the calculation gives 9.23 / 6.64 eV. The net charge is +2. The energy above the lowest of the compared OMol25 structures with the same formula, charge and spin is 51.89 kcal per mole.

XYZ file:
```
17
Properties=species:S:1:pos:R:3:mulliken_spin:R:1
C -0.224 1.754 -0.274 0.135
C 1.606 -0.890 -0.176 0.042
C -0.842 -1.158 0.297 0.009
N 0.963 1.512 0.223 0.417
N -1.424 1.208 -0.172 0.246
N 0.303 -1.126 -0.540 0.034
N 1.857 0.640 0.145 0.440
N -1.832 -0.064 0.084 0.642
H -0.271 2.813 -0.513 0.021
H 1.745 -1.560 0.780 0.033
H 2.314 -1.191 -0.824 -0.006
H -1.349 -2.149 0.215 0.007
H -0.610 -1.104 1.390 0.032
H -2.183 1.792 -0.329 -0.013
H 0.116 -1.222 -1.503 0.000
H 2.599 0.958 0.826 -0.013
H -2.766 -0.213 0.371 -0.026
```

Record 2
Formula: C7H12NO
Source: OMol25
Level of theory: ωB97M-V/def2-TZVPD

The spin multiplicity is 1. For the HOMO-LUMO gap, the calculation gives 5.66 eV. The net charge is -1. The energy above the lowest of the compared OMol25 structures with the same formula, charge and spin is 56.97 kcal per mole. As for the structure (SMILES): C/C=C1/CC[C@H](C)N1[O-].

XYZ file:
```
21
Properties=species:S:1:pos:R:3:nbo_charge:R:1
C 2.185 -1.133 1.847 -0.647
C 1.991 -0.328 0.559 -0.325
C 0.874 0.011 0.027 0.139
C 0.593 0.760 -1.263 -0.483
C -0.754 0.229 -1.801 -0.399
C -1.510 -0.153 -0.571 -0.095
C -2.146 0.990 0.158 -0.680
N -0.561 -0.860 0.317 -0.129
O -1.029 -0.956 1.576 -0.783
H 2.325 -2.261 1.745 0.197
H 1.294 -0.974 2.508 0.257
H 2.997 -0.589 2.479 0.178
H 2.867 -0.332 -0.160 0.150
H 0.535 1.809 -1.059 0.213
H 1.369 0.300 -1.892 0.206
H -1.312 1.157 -2.079 0.191
H -0.678 -0.492 -2.687 0.195
H -2.208 -0.977 -0.879 0.184
H -1.599 1.954 0.149 0.174
H -2.094 0.573 1.113 0.274
H -3.138 1.271 -0.088 0.181
```

Record 3
Formula: C3H9N5
Source: OMol25
Level of theory: ωB97M-V/def2-TZVPD

The spin multiplicity is 1. For the HOMO-LUMO gap (spin up / spin down), the calculation gives 6.04 / 10.73 eV. The net charge is +2. The energy above the lowest of the compared OMol25 structures with the same formula, charge and spin is 98.71 kcal per mole.

XYZ file:
```
17
Properties=species:S:1:pos:R:3:nbo_charge:R:1
C -2.804 -1.203 1.539 -0.149
C 0.753 0.223 0.931 0.704
C 0.617 0.283 -1.479 0.700
N -1.971 -0.745 0.830 -0.266
N 1.244 0.428 -2.654 -0.760
N -0.619 -0.003 -1.417 -0.688
N 1.237 0.582 2.073 -0.723
N 1.339 0.401 -0.274 -0.625
H -3.959 -1.143 1.297 0.313
H -3.021 -1.480 2.584 0.304
H 0.772 0.126 -3.587 0.474
H 2.091 1.093 -2.782 0.467
H -1.110 0.007 -2.285 0.430
H -1.205 -0.353 -0.755 0.454
H 0.712 0.345 2.888 0.466
H 2.289 0.822 2.164 0.464
H 2.262 0.608 -0.365 0.436
```

Record 4
Formula: C30H66O20S5
Source: OMol25
Level of theory: ωB97M-V/def2-TZVPD

The spin multiplicity is 1. For the HOMO-LUMO gap, the calculation gives 9.98 eV. As for the structure (SMILES): CCOCC[C@]1(CCCCCCCCOC(C)=O)OS(=O)(=O)O[C@@H]1COC.CCOS(C)(=O)=O.CCOS(C)(=O)=O.CCOS(C)(=O)=O.CCOS(C)(=O)=O.

XYZ file:
```
121
Properties=species:S:1:pos:R:3:mulliken_charge:R:1
C 6.178 -0.655 3.154 -0.768
C 4.621 -0.076 3.275 -0.277
O 3.773 -0.540 2.128 -0.228
C 4.326 -0.011 0.860 -0.106
C 3.203 0.340 -0.281 -0.356
C 2.746 1.913 -0.349 0.770
C 1.276 2.276 0.316 -0.996
C 1.043 1.667 1.820 1.265
C 0.338 2.796 2.790 -0.869
C -1.285 2.636 2.962 -0.089
C -2.122 2.491 1.560 -0.345
C -3.015 1.093 1.452 -0.628
C -2.162 -0.268 1.779 -0.276
C -1.468 -0.878 0.422 0.675
O -1.423 -2.371 0.440 -0.396
C -0.272 -2.825 1.238 0.572
C 1.101 -3.372 0.487 -0.436
O -0.365 -2.821 2.584 -0.583
O 2.430 2.074 -1.807 -0.443
S 2.574 3.761 -2.195 1.124
O 3.402 3.977 -3.500 -0.561
O 1.087 4.287 -2.202 -0.567
O 3.253 4.295 -0.716 -0.445
C 3.832 3.108 -0.068 0.290
C 5.339 3.020 -0.732 -0.825
O 5.469 2.050 -1.830 -0.215
C 6.821 1.481 -1.923 -0.686
H 6.779 0.101 2.453 0.179
H 6.668 -0.701 4.216 0.337
H 6.146 -1.674 2.579 0.177
H 4.222 -0.461 4.311 0.360
H 4.633 1.095 3.329 0.222
H 5.007 -0.888 0.421 0.119
H 5.041 0.883 1.104 -0.057
H 2.225 -0.319 -0.170 -0.430
H 3.658 0.037 -1.340 0.379
H 0.472 1.745 -0.389 0.141
H 1.019 3.418 0.322 0.645
H 2.131 1.486 2.276 -0.462
H 0.501 0.631 1.862 -0.255
H 0.805 2.626 3.875 0.238
H 0.702 3.853 2.445 0.298
H -1.667 3.644 3.472 0.328
H -1.581 1.761 3.701 -0.132
H -2.918 3.379 1.513 0.348
H -1.484 2.585 0.584 0.086
H -3.380 1.052 0.316 0.134
H -3.997 1.177 2.121 0.301
H -1.387 -0.152 2.674 0.134
H -2.949 -1.073 2.161 0.370
H -2.150 -0.554 -0.500 -0.126
H -0.381 -0.479 0.206 -0.274
H 1.924 -3.548 1.330 0.183
H 0.884 -4.362 -0.119 0.309
H 1.525 -2.556 -0.264 0.084
H 3.833 3.164 1.123 0.374
H 5.548 4.102 -1.193 0.374
H 6.126 2.894 0.134 0.367
H 7.338 1.945 -2.879 0.240
H 6.675 0.324 -2.176 0.208
H 7.465 1.559 -0.949 0.280
C -2.494 -4.187 -3.955 -0.964
C -3.450 -3.545 -4.943 -0.366
O -4.215 -2.517 -4.330 -0.277
S -3.506 -1.074 -4.057 1.146
C -4.985 -0.167 -3.681 -1.097
O -2.962 -0.574 -5.301 -0.677
O -2.710 -1.167 -2.852 -0.470
H -1.716 -3.483 -3.646 0.261
H -2.003 -5.057 -4.401 0.407
H -3.023 -4.501 -3.050 0.260
H -2.918 -3.164 -5.820 0.316
H -4.158 -4.302 -5.298 0.272
H -5.614 -0.128 -4.572 0.364
H -4.694 0.842 -3.382 0.328
H -5.504 -0.663 -2.858 0.447
C -8.388 5.914 -4.163 -0.983
C -7.612 5.878 -5.467 -0.335
O -6.349 5.249 -5.301 -0.266
S -6.293 3.622 -5.206 1.221
C -4.537 3.449 -5.403 -0.756
O -6.946 3.060 -6.368 -0.653
O -6.641 3.223 -3.859 -0.604
H -8.677 4.907 -3.850 0.296
H -9.299 6.509 -4.271 0.382
H -7.777 6.339 -3.360 0.258
H -8.189 5.389 -6.258 0.321
H -7.418 6.904 -5.795 0.266
H -4.257 3.789 -6.402 0.344
H -4.287 2.393 -5.283 0.176
H -4.034 4.040 -4.635 0.322
C -1.636 -1.438 7.024 -0.875
C -1.958 -0.759 8.343 -0.341
O -1.156 0.396 8.541 -0.276
S -1.536 1.759 7.731 1.104
C -0.492 2.863 8.650 -0.982
O -2.916 2.097 7.999 -0.662
O -1.016 1.659 6.383 -0.442
H -1.931 -0.811 6.177 0.184
H -2.165 -2.391 6.939 0.399
H -0.560 -1.618 6.933 0.264
H -3.022 -0.511 8.411 0.315
H -1.734 -1.449 9.163 0.278
H -0.849 2.912 9.680 0.348
H -0.552 3.849 8.185 0.367
H 0.535 2.494 8.610 0.308
C 2.711 -7.585 -3.937 -0.990
C 3.937 -7.923 -3.110 -0.346
O 4.356 -6.815 -2.326 -0.270
S 3.523 -6.457 -0.971 1.202
C 4.699 -5.317 -0.283 -0.955
O 3.470 -7.631 -0.128 -0.660
O 2.335 -5.717 -1.338 -0.563
H 1.839 -7.419 -3.298 0.289
H 2.473 -8.399 -4.627 0.387
H 2.871 -6.666 -4.510 0.261
H 3.761 -8.801 -2.479 0.328
H 4.765 -8.170 -3.783 0.265
H 5.616 -5.857 -0.043 0.388
H 4.264 -4.893 0.625 0.338
H 4.890 -4.525 -1.008 0.312
```